Entry 1:
The molecule CH2O3S in a non-equilibrium geometry, computed with ωB97M-V with the def2-TZVPD basis set.

```
! RIJCOSX wB97M-V def2-TZVPD def2/J DEFGRID3
* xyz 0 1
C -0.0953 -0.4286 -0.3392
O -0.6733 -0.1254 -1.4862
O -3.2448 1.2362 -0.4293
O 0.2248 0.4773 0.5153
S -2.5225 -0.0101 -0.5478
H 0.0806 -1.4760 0.1124
H 0.0571 1.3452 0.1444
*
```

calculated total energy: -18043.904 eV
E_LUMO (alpha / beta): -0.0246 / -0.0253 hartree
energy above the lowest of the compared OMol25 structures with the same formula, charge and spin: 188.0 kJ/mol
E_HOMO (alpha / beta): -7.730 / -7.766 eV
orbital gap (alpha / beta): 7.1 / 7.1 eV



Entry 2:
A structure of composition C12H29ClIN2OP2STi in a non-equilibrium geometry, computed with ωB97M-V with the def2-TZVPD basis set.

```
! RIJCOSX wB97M-V def2-TZVPD def2/J DEFGRID3
* xyz 3 1
C 0.8180 -1.6476 -4.3228
C 0.0517 -1.2348 -3.1162
H 0.7891 -0.8545 -5.0858
H 0.3404 -2.5564 -4.7357
H 1.8692 -1.8515 -4.0702
O -0.6561 -0.1352 -3.1131
I -0.1881 2.8218 -0.2005
Ti -0.0999 0.5468 -1.3348
P 2.3749 0.2890 -1.1939
C 3.1735 0.8775 0.3320
C 3.0438 -1.3896 -1.3688
H 4.1373 -1.2744 -1.3978
H 4.2412 0.8536 -2.6165
H 2.6897 -1.8740 -2.2866
H 2.6731 1.0797 -3.4563
H 2.6963 0.4379 1.2175
H 2.7523 -2.0039 -0.5075
C 3.2107 1.2165 -2.5088
H 4.2359 0.5914 0.3204
H 3.2104 2.2825 -2.2514
H 3.0879 1.9695 0.3941
P -2.6636 0.3751 -0.9241
C -3.4001 0.9818 0.6320
C -3.4831 1.3310 -2.2345
H -3.1056 -1.6824 -2.1124
H -4.4863 -1.1429 -1.1009
H -3.0619 -1.9403 -0.3479
C -3.3973 -1.2663 -1.1427
H -2.9620 1.1575 -3.1856
H -4.5281 1.0056 -2.3299
H -4.4728 0.7365 0.6620
H -3.2636 2.0686 0.7024
H -3.4411 2.3991 -1.9933
H -2.9012 0.5038 1.4857
Cl -0.3997 -2.5604 -2.0907
S -0.0452 -1.0102 0.5339
C 0.0222 -0.4167 2.2164
N 0.3504 0.8349 2.5387
C 0.2390 1.3512 3.9028
C 0.5526 0.2394 4.8794
C -0.3138 -0.9705 4.6102
N -0.2554 -1.2980 3.1817
H 0.3379 1.5195 1.7713
H -0.7777 1.7359 4.0683
H 0.9363 2.1880 4.0028
H 0.3849 0.5889 5.9004
H 1.6065 -0.0405 4.7910
H -1.3593 -0.7800 4.8856
H 0.0283 -1.8565 5.1456
H -0.5916 -2.1961 2.8548
*
```

calculated total energy: -91069.036 eV
E_LUMO: -0.4567 hartree
E_HOMO: -18.184 eV
orbital gap: 5.8 eV